# 1
Entry from the OMol25 dataset: 7 unconnected molecules or ions with the total composition C5H27N3O6 at a distorted geometry (ωB97M-V/def2-TZVPD).

```
! RIJCOSX wB97M-V def2-TZVPD def2/J DEFGRID3
* xyz 0 1
C -1.64 0.71 -2.70
C -1.29 1.37 -1.31
C -0.19 0.46 -0.64
C 1.22 0.82 -1.07
N 2.04 -0.18 -0.36
C 3.49 -0.19 -0.72
N 4.02 -1.54 -0.63
N -2.99 0.20 -2.71
H -0.95 -0.04 -3.16
H -1.52 1.53 -3.39
H -2.18 1.47 -0.71
H -0.76 2.34 -1.41
H -0.39 0.47 0.43
H -0.48 -0.58 -0.76
H 1.28 0.72 -2.16
H 1.45 1.87 -0.75
H 2.02 -0.03 0.64
H 3.59 0.15 -1.76
H 4.07 0.46 -0.06
H 3.46 -2.23 -1.13
H 4.00 -1.82 0.34
H -3.67 0.92 -2.48
H -3.11 -0.50 -2.00
H -1.76 1.36 2.67
H -1.96 0.68 1.42
O -2.11 1.56 1.77
H -0.76 -0.09 3.69
H -0.39 0.99 4.68
O -1.16 0.66 4.20
H 1.36 -0.81 2.99
H 0.47 -1.95 2.89
O 0.41 -0.98 2.89
H 0.09 -3.52 -1.90
H 0.76 -2.27 -1.37
O 0.31 -3.07 -1.08
H 0.38 2.02 2.66
H 0.46 2.60 1.26
O 1.01 2.28 1.97
H -3.45 -2.49 -0.20
H -2.11 -1.70 0.11
O -3.04 -1.64 -0.13
*
```

ΔE to the lowest compared entry with this formula, charge and spin: 186.55 kJ/mol
Structure (SMILES): NCCCCNCN.O.O.O.O.O.O

Löwdin population analysis, charges in e, atoms 1 to 4:
1 C -0.289
2 C -0.152
3 C -0.247
4 C -0.226

---

# 2
Entry from the OMol25 dataset: 8 unconnected molecules or ions with the total composition C5H27NO7S at a distorted geometry (ωB97M-V/def2-TZVPD).

```
! RIJCOSX wB97M-V def2-TZVPD def2/J DEFGRID3
* xyz 1 2
C 0.12 1.23 -0.20
C -1.07 0.62 -0.87
C -2.52 1.32 -0.63
S -2.71 2.71 -1.66
C 0.39 0.95 1.30
N 0.29 -0.47 1.57
C 0.67 -0.83 2.95
H 1.11 0.88 -0.66
H 0.07 2.34 -0.40
H -1.09 0.35 -1.94
H -1.27 -0.37 -0.54
H -2.42 1.68 0.42
H -3.36 0.57 -0.64
H -2.70 2.18 -2.86
H -0.45 1.56 1.72
H 1.30 1.42 1.59
H -0.68 -0.78 1.59
H -0.08 -0.94 3.75
H 0.98 -1.89 2.95
H 1.45 -0.11 3.29
H 4.83 -2.61 1.05
H 3.98 -3.30 0.02
O 4.00 -2.49 0.56
H 1.53 -0.63 -2.26
H 1.00 -1.26 -3.55
O 0.72 -1.00 -2.66
H 0.32 -2.31 0.17
H -0.01 -2.14 -1.45
O -0.18 -2.58 -0.60
H 3.57 -0.45 0.38
H 3.36 0.76 1.14
O 3.89 0.47 0.39
H -1.75 -2.15 0.49
H -2.45 -3.40 1.05
O -2.38 -2.45 1.16
H -3.84 2.40 2.22
H -3.51 0.94 2.31
O -3.16 1.80 2.55
H 3.36 0.50 -1.57
H 3.85 -0.83 -1.61
O 3.27 -0.28 -2.16
*
```

ΔE to the lowest compared entry with this formula, charge and spin: 33.94 kJ/mol
⟨S²⟩: 0.754

Löwdin population analysis, charges in e, atoms 1 to 4:
1 C -0.180
2 C -0.224
3 C -0.471
4 S 1.145

---

# 3
Entry from the OMol25 dataset: a molecular structure, C5H27O11 at a distorted geometry (ωB97M-V/def2-TZVPD).

```
! RIJCOSX wB97M-V def2-TZVPD def2/J DEFGRID3
* xyz 0 2
O 5.21 -1.24 1.13
C 4.23 -0.60 1.39
C 2.84 -1.03 1.00
C 1.74 -0.29 1.76
C 1.58 1.16 1.30
C 0.93 1.24 -0.13
O -0.11 2.15 -0.02
H 4.38 0.36 1.94
H 2.79 -2.11 1.17
H 2.74 -0.89 -0.08
H 1.95 -0.25 2.83
H 0.79 -0.80 1.63
H 0.98 1.73 2.01
H 2.57 1.64 1.23
H 1.68 1.63 -0.83
H 0.56 0.27 -0.41
H -2.71 2.05 -1.26
H -1.07 1.75 -0.52
O -2.18 1.28 -0.96
H -3.26 -1.66 -1.31
H -3.17 -0.13 -0.80
O -3.62 -0.99 -0.66
H -2.04 -0.61 1.77
H -2.88 -1.47 0.85
O -2.17 -1.55 1.54
H 0.12 -3.29 0.59
H -0.94 -2.16 0.57
O -0.37 -2.73 -0.03
H -1.96 -3.35 -1.33
H -1.57 -2.53 -2.50
O -2.39 -2.94 -2.11
H 0.22 1.34 -2.71
H -1.20 0.89 -2.20
O -0.52 0.76 -2.92
H -1.29 1.60 1.72
H -2.40 1.12 0.85
O -2.15 1.15 1.81
H -0.06 -0.95 -2.67
H 0.09 -2.09 -1.65
O 0.10 -1.92 -2.62
H 0.92 4.95 0.86
H 0.62 3.81 -0.12
O 1.02 4.70 -0.08
*
```

⟨S²⟩: 0.755

Löwdin population analysis, charges in e, atoms 1 to 4:
1 O 0.070
2 C -0.266
3 C -0.143
4 C -0.182

---

Calculated total energy for the records above, in order: -822.35843 -1185.94806 -1034.23622 a.u.